Record 1
Here is a cluster of 11 separate species, C4H29NO10 in total at a distorted geometry from the OMol25 dataset. Energies are from wB97M-V/def2-TZVPD.

Bonds (Å) are listed after each position.
Cartesian coordinates (Å):
1 C 1.37 -1.35 -1.38  C2 1.568, C5 1.564, H6 1.176, H7 1.075
2 C 0.78 -2.55 -2.19  C1 1.568, C3 1.537, H8 1.150, H9 1.048
3 C -0.60 -2.09 -2.69  C2 1.537, N4 1.441, H10 1.064, H11 1.111
4 N -1.01 -0.93 -1.95  C3 1.441, C5 1.482, H12 1.034
5 C 0.05 -0.61 -0.96  C1 1.564, N4 1.482, H13 1.217, H14 1.093
6 H 2.04 -0.93 -2.25  C1 1.176
7 H 2.04 -1.46 -0.54  C1 1.075
8 H 1.53 -2.85 -3.02  C2 1.150
9 H 0.62 -3.37 -1.56  C2 1.048
10 H -0.53 -1.95 -3.74  C3 1.064
11 H -1.39 -2.84 -2.48  C3 1.111
12 H -1.03 -0.06 -2.51  N4 1.034
13 H 0.20 0.59 -0.90  C5 1.217
14 H -0.22 -0.87 0.06  C5 1.093
15 O -0.56 3.68 -0.51  H16 1.009, H17 0.967
16 H 0.42 3.62 -0.73  O15 1.009
17 H -0.92 2.82 -0.76  O15 0.967
18 O -0.56 1.35 3.38  H19 0.976, H20 1.048
19 H -1.13 0.66 3.77  O18 0.976
20 H -0.77 2.08 4.11  O18 1.048
21 O -2.65 -2.17 0.67  H22 0.998, H23 1.057
22 H -2.28 -1.58 -0.04  O21 0.998
23 H -1.79 -2.70 0.97  O21 1.057
24 O 4.18 0.99 0.55  H25 0.945, H26 0.952
25 H 3.71 1.59 -0.01  O24 0.945
26 H 3.60 0.69 1.24  O24 0.952
27 O 2.29 -1.26 1.75  H28 0.928, H29 0.983
28 H 3.17 -1.52 1.91  O27 0.928
29 H 1.86 -2.02 1.29  O27 0.983
30 O -3.76 0.30 0.99  H31 0.935, H32 0.952
31 H -3.31 1.12 0.90  O30 0.935
32 H -3.67 -0.17 0.17  O30 0.952
33 O 2.17 1.72 -2.86  H34 0.982, H35 0.966
34 H 2.55 1.75 -1.96  O33 0.982
35 H 1.52 1.01 -2.74  O33 0.966
36 O 1.64 1.59 0.44  H37 1.030, H38 0.960
37 H 1.10 2.20 1.07  O36 1.030
38 H 1.65 0.78 0.96  O36 0.960
39 O -1.54 1.69 0.65  H40 0.998, H41 1.003
40 H -1.00 1.30 1.38  O39 0.998
41 H -1.93 2.61 0.81  O39 1.003
42 O -2.45 -0.29 3.29  H43 0.992, H44 0.956
43 H -3.08 0.33 2.83  O42 0.992
44 H -2.35 -0.92 2.58  O42 0.956

spin multiplicity	1
SMILES	C1CCNC1.O.O.O.O.O.O.O.O.O.O
HOMO	-9.7419	eV
charge	0
gap between HOMO and LUMO	9.6	eV

Record 2
Here is a cluster of 10 separate species, C4H29NO10S in total at a distorted geometry from the OMol25 dataset. Energies are from wB97M-V/def2-TZVPD.

Bonds (Å) are listed after each position.
Cartesian coordinates (Å):
1 N 2.16 -0.34 -1.16  C2 1.454, H8 1.023, H9 1.018
2 C 1.42 -0.91 -0.04  N1 1.454, C3 1.536, C5 1.524, H10 1.085
3 C 2.13 -0.99 1.32  C2 1.536, O4 1.417, H11 1.086, H12 1.092
4 O 3.55 -0.98 1.24  C3 1.417, H13 0.960
5 C 0.08 -0.21 0.13  C2 1.524, C6 1.510, H14 1.095, H15 1.089
6 C -0.72 0.04 -1.13  C5 1.510, S7 1.814, H16 1.083, H17 1.074
7 S -1.59 -1.39 -1.83  C6 1.814, H18 1.338
8 H 2.21 0.69 -1.11  N1 1.023
9 H 3.14 -0.56 -1.06  N1 1.018
10 H 1.11 -1.91 -0.29  C2 1.085
11 H 1.74 -1.87 1.83  C3 1.086
12 H 1.83 -0.08 1.85  C3 1.092
13 H 3.88 -1.74 0.75  O4 0.960
14 H -0.56 -0.73 0.86  C5 1.095
15 H 0.27 0.76 0.58  C5 1.089
16 H -0.07 0.44 -1.90  C6 1.083
17 H -1.45 0.80 -0.94  C6 1.074
18 H -0.58 -2.12 -2.30  S7 1.338
19 O -3.30 1.05 1.84  H20 0.978, H21 0.965
20 H -3.69 1.25 0.96  O19 0.978
21 H -3.90 0.48 2.35  O19 0.965
22 O 1.69 -2.27 -3.18  H23 0.988, H24 0.965
23 H 1.69 -1.45 -2.64  O22 0.988
24 H 1.68 -1.94 -4.09  O22 0.965
25 O 1.00 -4.03 0.99  H26 0.997, H27 0.962
26 H 0.00 -3.99 0.98  O25 0.997
27 H 1.20 -4.39 0.12  O25 0.962
28 O -0.99 2.58 1.77  H29 0.994, H30 0.968
29 H -1.69 1.90 1.93  O28 0.994
30 H -0.93 2.98 2.65  O28 0.968
31 O -2.00 2.87 -1.35  H32 0.960, H33 0.983
32 H -2.11 3.66 -1.89  O31 0.960
33 H -1.19 2.97 -0.81  O31 0.983
34 O 3.15 2.08 0.79  H35 0.970, H36 0.959
35 H 3.40 1.19 1.09  O34 0.970
36 H 3.46 2.68 1.47  O34 0.959
37 O 0.35 3.54 -0.01  H38 0.985, H39 0.971
38 H 1.22 3.08 -0.12  O37 0.985
39 H 0.16 3.42 0.94  O37 0.971
40 O -4.22 1.50 -0.68  H41 0.961, H42 0.976
41 H -3.96 0.67 -1.08  O40 0.961
42 H -3.57 2.15 -1.02  O40 0.976
43 O -1.80 -3.79 1.04  H44 0.964, H45 0.959
44 H -1.88 -2.86 0.79  O43 0.964
45 H -2.32 -4.24 0.36  O43 0.959

spin multiplicity	1
SMILES	N[C@@H](CO)CCS.O.O.O.O.O.O.O.O.O
HOMO	-9.1669	eV
charge	0
gap between HOMO and LUMO	9.5	eV

Record 3
Here is a cluster of 10 separate species, C4H29NO9 in total at a distorted geometry from the OMol25 dataset. Energies are from wB97M-V/def2-TZVPD.

Bonds (Å) are listed after each position.
Cartesian coordinates (Å):
1 C -3.09 0.01 -1.52  C2 1.546, H6 1.086, H7 1.075, H8 1.090
2 C -2.54 0.87 -0.36  C1 1.546, C3 1.609, N5 1.389, H9 1.107
3 C -2.71 2.44 -0.69  C2 1.609, C4 1.533, H10 1.088, H11 1.092
4 C -3.27 2.98 -2.01  C3 1.533, H12 1.077, H13 1.090, H14 1.088
5 N -3.01 0.42 0.87  C2 1.389, H15 1.024, H16 1.029
6 H -3.80 -0.72 -1.14  C1 1.086
7 H -3.59 0.59 -2.26  C1 1.075
8 H -2.27 -0.56 -1.97  C1 1.090
9 H -1.44 0.82 -0.29  C2 1.107
10 H -3.25 2.89 0.14  C3 1.088
11 H -1.73 2.91 -0.59  C3 1.092
12 H -3.04 2.40 -2.89  C4 1.077
13 H -4.35 3.06 -1.92  C4 1.090
14 H -2.94 4.02 -2.08  C4 1.088
15 H -3.93 -0.02 0.96  N5 1.024
16 H -2.96 1.21 1.53  N5 1.029
17 H 3.74 0.23 -2.27  O19 0.963
18 H 3.19 -1.05 -1.81  O19 0.957
19 O 2.99 -0.12 -1.79  H17 0.963, H18 0.957
20 H 1.33 -0.29 -0.06  O22 0.966
21 H 0.24 0.52 -0.36  O22 0.960
22 O 1.01 0.58 0.21  H20 0.966, H21 0.960
23 H 0.65 -3.19 1.85  O25 0.942
24 H 0.01 -2.00 1.38  O25 0.964
25 O 0.05 -2.94 1.17  H23 0.942, H24 0.964
26 H 2.05 0.21 3.14  O28 0.961
27 H 2.43 0.40 1.71  O28 0.969
28 O 2.76 0.00 2.52  H26 0.961, H27 0.969
29 H 3.75 -3.69 -0.48  O31 0.958
30 H 2.35 -2.87 -0.66  O31 0.969
31 O 2.88 -3.50 -0.14  H29 0.958, H30 0.969
32 H 0.44 -2.95 -0.64  O34 0.974
33 H 0.46 -3.35 -2.11  O34 0.962
34 O 0.71 -2.63 -1.52  H32 0.974, H33 0.962
35 H 2.58 3.51 0.19  O37 0.962
36 H 1.90 2.33 0.83  O37 0.966
37 O 2.70 2.88 0.90  H35 0.962, H36 0.966
38 H -1.91 -0.52 2.77  O40 0.962
39 H -0.65 -0.18 3.48  O40 0.968
40 O -1.49 -0.63 3.63  H38 0.962, H39 0.968
41 H 4.84 -0.63 0.99  O43 0.960
42 H 4.27 -2.08 0.89  O43 0.956
43 O 4.62 -1.35 0.39  H41 0.960, H42 0.956

spin multiplicity	2
HOMO (spin up / spin down)	-12.7851 / -12.7851	eV
charge	+1
gap between HOMO and LUMO (spin up / spin down)	9.3 / 3.6	eV

Record 4
Here is a cluster of 2 separate species, C4H2BrIN2 in total at a distorted geometry from the OMol25 dataset. Energies are from wB97M-V/def2-TZVPD.

Bonds (Å) are listed after each position.
Cartesian coordinates (Å):
1 C -1.28 -1.17 -0.26  C3 1.249, N5 1.266
2 C 0.90 1.43 1.57  N6 1.194, H9 1.103
3 C -1.90 -2.12 0.27  C1 1.249, Br7 1.723
4 C 0.38 0.21 -1.46  N5 1.221, I8 2.010
5 N -0.52 -0.46 -0.97  C1 1.266, C4 1.221
6 N 1.47 1.63 0.55  C2 1.194, H10 1.029
7 Br -3.09 -3.21 0.87  C3 1.723
8 I 1.40 0.81 -3.08  C4 2.010
9 H 0.23 1.17 2.41  C2 1.103
10 H 2.40 1.70 0.11  N6 1.029

spin multiplicity	1
HOMO (spin up / spin down)	-17.0096 / -17.0093	eV
charge	+2
gap between HOMO and LUMO (spin up / spin down)	6.8 / 6.8	eV

Taking the records one at a time from the top gives energy above the lowest of the compared OMol25 structures with the same formula, charge and spin values of 94.1; 0.0; 0.0; 20.8 kcal per mole.
Taking the records one at a time from the top gives DFT total energy values of -976.85645; -1375.15717; -901.32095; -3133.93377 a.u..